(1)
ORCA calculation (ωB97M-V/def2-TZVPD) on a structure of composition C18H26BrN4O10P2Ru.

Summary:
E_HOMO (alpha / beta): -8.90 / -8.58 eV
relative energy (zero: lowest compared OMol25 entry of this formula, charge and spin): 0.0 kcal/mol
multiplicity: 2
expectation value of S²: 0.754
calculated total energy: -5024.8803 Ha

Structure (XYZ):
```
62
Properties=species:S:1:pos:R:3:forces:R:3:lowdin_spin:R:1
Ru 0.73164 0.27685 -1.18383 0.391 -0.407 -0.192 0.86
O -0.00438 0.85919 -2.95114 3.608 -1.248 -1.060 0.06
C 0.54426 0.26664 -4.09237 0.097 -0.177 0.460 0.00
C 1.02138 -1.11969 -3.72028 -0.008 0.081 -0.129 0.00
C 1.43237 -2.03350 -4.67707 0.020 -0.075 0.021 0.00
C 1.92822 -3.25871 -4.27375 -0.007 0.015 -0.021 0.00
C 2.00642 -3.53503 -2.91723 -0.008 -0.004 0.019 0.00
C 1.57137 -2.58131 -2.02092 -0.029 -0.019 -0.027 0.00
N 1.07006 -1.40487 -2.40944 -0.120 0.082 -0.082 0.00
H -0.96252 1.45188 -2.75333 0.607 -0.589 -0.970 0.00
H 1.39692 0.85207 -4.45228 0.053 -0.055 -0.060 0.00
H -0.19893 0.20545 -4.89109 -0.033 0.012 -0.038 0.00
H 1.37176 -1.76992 -5.72453 -0.001 0.005 0.005 0.00
H 2.26002 -3.98389 -5.00472 0.003 -0.003 0.001 0.00
H 2.40681 -4.46966 -2.55212 -0.002 0.001 0.000 0.00
H 1.63096 -2.73544 -0.95404 -0.004 -0.007 0.042 0.00
O 4.24775 -0.14960 0.32559 -0.007 0.009 0.047 0.00
P 3.71914 1.13203 -0.52326 -0.011 -0.034 -0.020 0.00
O 4.83108 1.92084 -1.04703 0.018 0.012 0.007 0.00
O 2.71364 0.51012 -1.49681 -0.035 0.097 -0.025 0.02
O 2.89422 1.88519 0.64900 -0.097 -0.036 0.018 0.00
P 1.48118 2.67612 0.71978 0.154 -0.026 -0.055 0.00
O 0.79156 1.97759 2.00728 -0.009 -0.061 0.040 0.00
O 1.64865 4.11010 0.91441 0.000 0.042 -0.040 0.00
O 0.66727 2.16576 -0.47577 -0.306 0.083 0.087 0.02
H 5.15624 0.00941 0.60788 -0.014 -0.001 -0.019 0.00
H 0.01429 1.48838 1.70839 0.043 0.045 0.023 0.00
C 0.45625 -2.08052 3.83833 -0.013 0.015 -0.024 0.00
N 0.99346 -1.18758 2.82418 -0.024 -0.036 -0.023 0.00
C 2.30395 -0.63322 3.13435 -0.029 -0.005 -0.056 0.00
C 0.47393 -1.12209 1.57649 -0.167 0.195 -0.059 0.01
N 1.19740 -0.79655 0.52644 0.271 0.056 -0.006 0.02
N -0.84829 -1.39652 1.42342 0.026 -0.040 0.273 0.01
C -1.36490 -2.03061 0.22828 -0.368 -0.405 -0.125 0.00
C -1.84914 -0.84376 2.31930 0.015 -0.022 0.006 0.00
H 1.26193 -2.71256 4.21715 -0.004 -0.007 -0.001 0.00
H -0.31362 -2.71789 3.41520 -0.030 -0.007 -0.025 0.00
H 0.03633 -1.52196 4.67759 -0.001 0.003 0.002 0.00
H 2.30810 -0.32510 4.17932 -0.003 0.007 -0.009 0.00
H 2.50582 0.23782 2.52141 -0.008 0.058 -0.042 0.00
H 3.09073 -1.37853 2.98342 0.016 0.002 0.006 0.00
H 2.19753 -0.85201 0.70066 -0.010 -0.059 -0.043 0.00
H -0.55279 -2.49419 -0.32113 0.048 -0.040 -0.026 0.00
H -1.87700 -1.31409 -0.42159 0.068 -0.735 0.331 0.00
H -2.07122 -2.80915 0.52824 0.036 -0.075 0.063 0.00
H -1.37210 -0.24511 3.09198 0.004 0.008 0.026 0.00
H -2.44176 -1.62980 2.79597 -0.001 0.008 -0.009 0.00
H -2.52176 -0.19746 1.74698 0.029 -0.051 0.034 0.00
Br -4.68320 -0.18026 -0.58742 -0.009 0.029 -0.007 0.00
C -4.13342 1.47284 0.16867 -0.044 -0.056 -0.001 0.00
C -4.97451 2.11140 1.06543 0.008 0.008 0.012 0.00
C -4.57663 3.31668 1.62472 0.004 -0.013 -0.009 0.00
C -3.35393 3.87780 1.28324 0.003 -0.017 0.000 0.00
C -2.52537 3.23503 0.37746 0.034 0.048 -0.042 0.00
C -2.91186 2.02160 -0.18441 -0.009 0.024 -0.159 0.00
C -1.94600 1.33837 -1.10500 -0.072 -0.291 0.257 0.00
O -1.81996 1.76366 -2.28431 -4.180 2.572 1.813 0.00
O -1.29126 0.38041 -0.62295 0.084 1.107 -0.181 0.00
H -5.92767 1.66877 1.31913 0.004 -0.001 -0.004 0.00
H -5.22877 3.81757 2.32812 0.002 -0.003 -0.004 0.00
H -3.04237 4.81719 1.71955 0.006 -0.010 -0.004 0.00
H -1.56927 3.66384 0.10045 0.010 -0.012 0.005 0.00
```
Positions in Å, forces in eV/Å.

=====

(2)
ORCA calculation (ωB97M-V/def2-TZVPD) on the molecule C18H26ClNO3S.

Summary:
E_HOMO: -9.16 eV
relative energy (zero: lowest compared OMol25 entry of this formula, charge and spin): 12.7 kcal/mol
SMILES: O=S1(=O)CCOC[C@H](CC2CCCCC2)N1Cc1cccc(Cl)c1
multiplicity: 1
calculated total energy: -1840.1911 Ha

Structure (XYZ):
```
50
Properties=species:S:1:pos:R:3:forces:R:3:lowdin_charge:R:1
O 3.30894 0.58478 1.38892 -2.960 1.066 1.071 -0.31
O 2.34947 2.70989 2.13406 -1.207 0.345 0.041 -0.28
Cl -1.10540 5.05189 4.86930 -0.801 -1.643 -1.355 0.57
O 1.34996 -1.64318 2.15139 -1.196 0.614 -1.213 -0.16
C -3.40057 2.57680 2.42881 2.647 0.861 0.519 -0.04
C -2.93684 3.33096 3.56408 -1.558 -0.386 0.144 -0.11
C -2.50202 2.27534 1.36821 -1.905 -1.532 0.522 -0.05
C -0.76375 3.46807 2.56861 -1.628 0.121 0.525 -0.04
C -1.67164 3.82263 3.61180 2.498 0.361 -1.650 -0.57
C -1.16631 2.61769 1.48663 1.259 2.054 0.975 -0.23
N 0.71511 1.05337 0.80345 0.692 3.799 0.100 -0.18
C -0.15983 2.25243 0.42276 0.007 -0.947 -1.711 -0.12
C 1.68433 -1.06292 3.40033 -1.034 0.500 -1.069 -0.21
C -0.32009 -2.43489 -4.85160 2.707 1.012 -3.410 -0.27
C 0.96619 -3.10014 -4.29442 -1.095 -0.525 -0.816 -0.16
C -1.25700 -2.10783 -3.82436 -2.140 -1.443 0.514 -0.27
C 1.57904 -2.28755 -3.13164 2.085 -2.053 -0.934 -0.20
C -0.60613 -1.31613 -2.75926 -0.718 1.079 2.036 -0.19
C 0.67283 -1.82670 -2.08512 -1.806 2.268 0.975 -0.30
C 0.14978 -1.15903 1.48852 -0.286 -2.631 -1.971 -0.12
C 1.19599 -0.67511 -1.07157 0.660 -0.909 0.754 -0.04
C 1.48564 0.48991 3.40650 -2.875 -1.729 -2.106 -0.16
C 0.31413 -0.18128 0.20891 1.969 -2.876 0.975 -0.29
S 2.11792 1.32082 1.89959 1.321 -3.305 -2.508 0.75
H -4.36230 2.15461 2.35053 -1.127 -0.076 0.293 0.08
H -3.47305 3.61457 4.47778 -0.786 -0.509 -0.754 0.10
H -2.93945 1.58303 0.53658 1.184 1.515 1.363 0.15
H 0.16951 3.98618 2.61411 0.767 -0.323 -0.334 0.09
H -0.83361 1.88748 -0.42475 1.217 0.180 0.859 0.13
H 0.41584 3.08750 -0.08438 -0.454 -0.745 1.276 0.14
H 2.69487 -1.34305 3.51071 1.400 0.138 0.235 0.11
H 1.15470 -1.61070 4.19919 -0.280 0.778 0.011 0.13
H -0.05212 -1.42262 -5.28548 0.336 -0.859 0.120 0.13
H -0.75708 -2.94684 -5.75477 0.399 -0.017 1.089 0.13
H 0.64056 -4.10109 -3.93514 0.411 0.323 -0.174 0.11
H 1.64360 -3.23981 -5.18876 -0.269 0.080 1.361 0.12
H -2.05999 -1.53978 -4.31446 -0.232 -0.179 0.614 0.13
H -1.63996 -3.09744 -3.48897 -0.309 0.689 0.458 0.13
H 2.11840 -1.52923 -3.59679 0.631 2.122 -0.790 0.10
H 2.42375 -2.85494 -2.72254 -0.215 -0.320 0.226 0.12
H -0.48170 -0.30077 -3.11898 0.325 0.378 -0.211 0.12
H -1.31045 -1.23396 -1.92811 -0.347 0.282 -0.030 0.11
H 0.32231 -2.65236 -1.52519 -0.050 -1.181 0.950 0.13
H -0.52275 -0.66790 2.19540 0.042 0.043 -0.144 0.11
H -0.41328 -2.11044 1.08760 1.070 1.530 0.879 0.15
H 2.10128 -1.00676 -0.53752 0.115 -0.077 -0.685 0.10
H 1.49366 0.18275 -1.70691 -0.346 -0.138 0.556 0.12
H 1.98977 0.86697 4.21053 1.176 1.415 2.152 0.06
H 0.34710 0.72122 3.42081 2.117 -0.012 0.213 0.12
H -0.66935 -0.18642 -0.17439 -1.412 0.864 0.061 0.09
```
Positions in Å, forces in eV/Å.

=====

(3)
ORCA calculation (ωB97M-V/def2-TZVPD) on a structure of composition C18H26N11OSn.

Summary:
E_HOMO (alpha / beta): -18.17 / -17.95 eV
relative energy (zero: lowest compared OMol25 entry of this formula, charge and spin): 0.0 kcal/mol
multiplicity: 1
total charge: +3
calculated total energy: -1592.2359 Ha

Structure (XYZ):
```
57
Properties=species:S:1:pos:R:3:forces:R:3:lowdin_charge:R:1
Sn 1.14386 0.95048 1.15223 -0.133 -0.045 0.356 1.45
N 2.58034 2.17326 -2.07662 0.025 -0.032 0.108 0.26
C 3.23609 2.48988 -0.97164 -0.266 -0.147 -0.077 -0.36
N 4.38287 3.22225 -0.91645 0.108 0.107 -0.294 0.14
N 4.67720 3.31043 0.32130 0.416 0.269 0.205 0.06
N 3.76011 2.66137 1.08585 -0.111 -0.150 -0.030 0.05
N 2.86187 2.14094 0.28374 -0.170 -0.078 0.122 -0.16
C 1.41226 1.42410 -2.07203 -0.006 0.170 0.079 -0.41
N 0.71489 1.15069 -3.13928 0.028 0.116 -0.252 0.12
N -0.33420 0.44373 -2.68878 -0.062 -0.150 -0.164 0.01
N -0.26810 0.28451 -1.42043 -0.018 0.144 0.170 -0.03
N 0.83329 0.92305 -0.96723 0.077 -0.277 -0.043 -0.18
H 2.93520 2.49794 -2.97430 0.032 0.003 -0.029 0.20
C 1.16975 -4.43139 2.45781 0.000 -0.058 0.022 -0.04
C 0.68532 -3.09491 1.84858 -0.119 0.027 -0.037 -0.13
N 1.73808 -2.07360 1.91549 0.195 0.017 -0.044 -0.23
C 2.90295 -2.53546 1.14645 0.055 -0.005 -0.062 -0.14
C 3.44490 -3.87355 1.70087 0.032 -0.053 -0.002 -0.04
N 2.59661 -4.24197 2.88116 0.021 -0.060 0.019 -0.09
C 2.68875 -3.17675 3.93296 0.015 -0.034 0.054 -0.04
C 2.12942 -1.87383 3.31786 -0.007 0.085 0.083 -0.16
H 1.14952 -5.25366 1.74481 -0.023 0.014 0.009 0.15
H 0.60822 -4.72199 3.34401 -0.016 0.004 -0.030 0.15
H -0.18788 -2.73446 2.39115 -0.001 -0.002 -0.020 0.13
H 0.40338 -3.23559 0.80585 -0.011 0.000 0.012 0.13
H 3.68251 -1.77416 1.19250 -0.011 -0.007 0.001 0.13
H 2.60614 -2.65664 0.10515 0.022 0.007 0.004 0.13
H 4.47294 -3.80255 2.05167 -0.006 0.004 -0.036 0.15
H 3.37511 -4.68912 0.98331 0.011 0.023 -0.004 0.15
H 2.94175 -5.12013 3.27209 -0.004 0.019 -0.005 0.20
H 3.73593 -3.09575 4.21931 -0.024 0.017 0.014 0.15
H 2.11598 -3.51805 4.79341 0.016 0.027 -0.002 0.15
H 2.88365 -1.08703 3.37062 -0.021 -0.022 -0.001 0.12
H 1.25649 -1.53866 3.87821 0.024 0.007 -0.005 0.13
C -4.13534 1.45515 -4.63544 -0.025 -0.030 -0.029 0.02
C -3.70665 1.73754 -3.25768 0.040 0.176 0.005 -0.15
C -3.38393 3.02003 -2.81520 -0.053 -0.068 -0.100 0.05
C -3.00044 3.22968 -1.51286 0.006 -0.064 -0.009 -0.14
C -2.69218 4.59116 -0.99508 0.017 0.033 -0.101 0.01
C -2.88618 2.08640 -0.61975 -0.032 -0.035 -0.015 -0.04
C -2.40016 2.36230 0.77035 -0.152 0.029 0.087 -0.14
O -1.35454 1.93717 1.21188 0.180 -0.021 -0.163 -0.09
C -3.24605 0.80154 -0.99995 0.005 0.125 0.183 -0.21
C -3.21919 -0.36405 -0.05404 0.032 -0.082 -0.031 -0.01
C -3.64442 0.63949 -2.31897 -0.017 -0.043 -0.031 0.12
H -4.12830 2.33307 -5.27391 0.001 0.002 0.003 0.11
H -5.14382 1.02201 -4.62020 -0.017 0.010 -0.006 0.13
H -3.50158 0.67176 -5.06693 0.026 0.002 -0.011 0.13
H -3.46017 3.85394 -3.50019 0.009 0.019 0.005 0.15
H -2.79737 5.34215 -1.77330 0.006 0.011 0.012 0.11
H -1.67210 4.63968 -0.60328 0.008 0.003 0.030 0.11
H -3.36308 4.85797 -0.17433 -0.030 0.002 0.027 0.12
H -3.04369 2.99045 1.40772 0.018 -0.006 -0.018 0.17
H -3.52506 -0.07617 0.95085 0.006 -0.007 0.019 0.10
H -2.21367 -0.78913 -0.01180 -0.071 0.050 -0.002 0.07
H -3.89919 -1.14107 -0.39641 -0.012 -0.014 0.010 0.10
H -3.91809 -0.34445 -2.68113 -0.012 -0.029 0.011 0.15
```
Positions in Å, forces in eV/Å.